Below is a 16-piece molecular cluster, H31O16 overall, with properties calculated with ωB97M-V with the def2-TZVPD basis set.

XYZ file:
```
47
Properties=species:S:1:pos:R:3:forces:R:3
O 0.9146 -1.2378 -1.7773 0.19 1.08 -0.01
H 1.0652 -2.1535 -2.0134 -0.11 -0.16 0.36
H 0.4200 -1.0977 -0.9075 0.22 -1.09 -0.10
O 0.8977 4.2506 1.5406 0.05 0.43 0.07
H 0.1537 3.8523 1.0767 -0.15 -0.01 -0.35
H 3.4133 -0.7739 -0.1520 0.65 0.22 -0.09
O 5.0273 -1.7022 -2.1273 -0.86 -0.89 -0.67
H 5.3296 -2.0328 -1.2838 0.57 0.59 0.08
H 5.3466 -0.8369 -2.3745 0.33 0.23 0.64
O 2.9737 3.2646 -1.8236 0.26 0.01 -0.65
H 2.6193 3.9723 -1.2829 -0.15 -0.23 0.40
H 2.9114 2.4327 -1.3474 -0.08 0.14 0.37
O -0.6563 -0.9140 2.9215 0.74 -0.30 0.32
H -0.0857 -1.4536 3.4817 0.04 0.10 0.01
H -2.2027 -1.4922 3.5971 0.20 0.46 0.47
O -5.6980 -0.7746 2.2041 0.40 0.06 -0.28
H -4.8652 -0.6998 2.6860 0.01 -0.13 0.50
H -5.3609 -0.8666 1.3054 -0.32 0.00 -0.12
O -3.6224 2.1944 -1.8655 -0.08 0.09 0.09
H -3.0672 2.8254 -1.3966 -0.11 0.19 -0.20
H -3.1380 1.3650 -1.7409 0.07 -0.18 -0.05
O 2.8739 -3.1133 0.9324 0.10 -0.90 0.50
H 1.9983 -2.7724 0.7398 0.08 0.53 -0.26
H 3.5634 -2.5666 0.5620 -0.29 0.28 -0.17
O 3.1264 0.1448 -0.1163 -0.60 -0.50 0.03
H 2.2156 -0.0487 -0.3903 -0.13 0.57 -0.20
O -1.2633 3.2454 -0.1267 -0.08 0.30 -0.06
H -1.1420 2.4919 -0.7150 0.04 -0.37 0.10
H -2.0492 3.0442 0.3897 0.04 -0.19 0.12
O -0.5415 -1.2506 0.3968 0.51 -0.32 -0.65
H -0.7506 -2.1457 0.1145 -0.11 -0.29 0.48
H -0.3669 -1.1277 1.9810 -0.78 0.22 -0.08
O -3.0495 -1.5237 4.0783 -1.05 -0.37 -0.51
H -1.2945 -0.5411 -0.6067 -0.80 1.56 0.29
H -2.9798 -1.3667 5.0180 0.56 0.10 -0.04
O 0.8426 -0.6077 -4.5358 -0.04 0.03 -0.37
H 1.4720 -0.2668 -3.8956 0.02 -0.02 0.15
H 0.1030 -0.8889 -3.9891 0.01 -0.04 0.05
O 1.0469 1.7684 2.7733 0.02 -0.25 0.32
H 1.1322 1.1420 2.0460 0.05 0.12 -0.09
H 0.5213 1.2780 3.4145 -0.14 -0.08 -0.07
O -2.2891 -2.5616 -2.2777 0.49 0.80 1.00
H -2.3641 -1.6835 -1.8380 -0.65 -0.04 -0.80
H -1.4789 -2.7951 -1.8075 0.10 -0.72 -0.43
O -1.6984 0.1862 -1.3047 0.90 -1.23 0.43
H 0.9405 3.7235 2.3438 0.23 -0.22 -0.02
H -0.9442 0.1142 -1.9069 -0.31 0.44 -0.52
```
Forces are in eV/Å.

The total charge is -1. Its energy is -1222.51054 hartree. As for the HOMO energy: -0.29350 hartree. The frontier orbital gap is 0.3661 Ha.